P.
Computed, not measured: a cluster of 2 separate species, CH2OS2 in total, with ωB97M-V/def2-TZVPD.

```
6
Properties=species:S:1:pos:R:3:mulliken_charge:R:1
C 0.45229 -0.38399 -0.05407 0.259
H -0.18471 1.52008 0.66438 0.319
H -1.79480 0.08427 -0.03913 0.110
O 0.75210 0.97419 -0.28888 -0.414
S -1.20480 -1.05883 -0.16242 -0.029
S 1.97994 -1.13572 -0.11989 -0.246
```

Calculated values
HOMO = -8.83 eV
M = 94.16 g mol⁻¹
Kohn-Sham gap = 7.69 eV

***

Q.
Computed, not measured: a cluster of 2 separate species, CH2OS2 in total, with ωB97M-V/def2-TZVPD.

```
6
Properties=species:S:1:pos:R:3:mulliken_charge:R:1
C -1.60612 0.55494 0.01025 -0.354
S -0.15761 -0.11520 -0.24723 -0.129
H -2.54897 -0.01524 0.14579 0.256
H -1.54499 1.64772 -0.12723 0.250
O 2.58333 -1.33384 0.67601 -0.282
S 3.27436 -0.73839 -0.45759 0.258
```

Calculated values
HOMO (alpha / beta) = -8.76 / -8.86 eV
M = 94.16 g mol⁻¹
SMILES string = C=S.O=S
Kohn-Sham gap (alpha / beta) = 7.40 / 7.46 eV

***

Of them, Q has the highest stability.

***

P.
Computed, not measured: the molecule CH2OS2, with ωB97M-V/def2-TZVPD.

```
6
Properties=species:S:1:pos:R:3:mulliken_charge:R:1
O 1.39811 -0.81938 -0.29174 -0.383
C 0.14406 -0.26336 -0.00645 0.413
S -0.15052 0.05476 1.55160 -0.339
S -0.57514 0.46969 -1.38802 -0.188
H 1.67771 -0.80349 0.63400 0.295
H -2.11639 0.54742 -0.87875 0.202
```

Calculated values
HOMO = -9.24 eV
M = 94.16 g mol⁻¹
SMILES string = OC(=S)S
Kohn-Sham gap = 8.83 eV

***

Q.
Computed, not measured: the molecule CH2OS2, with ωB97M-V/def2-TZVPD.

```
6
Properties=species:S:1:pos:R:3:mulliken_charge:R:1
O -1.22258 0.20667 -0.66662 -0.422
C -0.06249 0.09997 -0.00441 0.383
S 0.45228 1.17763 1.15272 -0.298
S 0.77040 -1.33353 -0.47587 -0.155
H -1.73887 0.96014 -0.31314 0.332
H 1.80127 -1.11088 0.30733 0.159
```

Calculated values
HOMO = -9.12 eV
M = 94.16 g mol⁻¹
SMILES string = OC(=S)S
Kohn-Sham gap = 9.27 eV

***

Of them, Q has the highest stability.

***

P.
Computed, not measured: the molecule C2H4Br2, with ωB97M-V/def2-TZVPD.

```
8
Properties=species:S:1:pos:R:3:mulliken_charge:R:1
Br 1.66233 0.97285 1.12718 -0.119
C -0.11450 0.37149 0.66661 -0.572
C -0.13143 -0.53435 -0.52980 -0.603
Br 0.38398 0.36284 -2.17393 -0.123
H -0.71418 1.26216 0.51033 0.366
H -0.48660 -0.17632 1.53017 0.339
H -1.14400 -0.88346 -0.71449 0.343
H 0.54440 -1.37521 -0.41606 0.370
```

Calculated values
HOMO = -10.15 eV
M = 187.86 g mol⁻¹
SMILES string = BrCCBr
Kohn-Sham gap = 10.91 eV

***

Q.
Computed, not measured: the molecule C2H4Br2, with ωB97M-V/def2-TZVPD.

```
8
Properties=species:S:1:pos:R:3:mulliken_charge:R:1
C 0.10427 0.08006 -0.34088 -1.017
C -1.09557 -0.22577 0.42896 -0.260
Br -2.08023 -1.83890 -0.03174 -0.070
Br -2.54200 1.45102 0.03035 -0.174
H 0.68590 0.66584 0.28430 0.348
H 0.70687 -0.71823 -0.36942 0.438
H -0.14486 0.66496 -1.28980 0.310
H -1.05168 -0.26392 1.51730 0.425
```

Calculated values
HOMO = -9.99 eV
M = 187.86 g mol⁻¹
SMILES string = CC(Br)Br
Kohn-Sham gap = 9.66 eV

***

R.
Computed, not measured: the molecule C2H4Br2, with ωB97M-V/def2-TZVPD.

```
8
Properties=species:S:1:pos:R:3:mulliken_charge:R:1
C -0.14908 0.04902 -0.33027 -0.877
C 1.16876 0.07313 0.44946 -0.299
Br 2.10119 1.78577 0.08836 -0.076
Br 2.49195 -1.45373 -0.18372 -0.148
H -0.71814 -0.91910 -0.28478 0.328
H -0.64705 0.98721 0.07789 0.312
H -0.04411 0.18301 -1.52546 0.283
H 1.17428 -0.03439 1.45957 0.478
```

Calculated values
HOMO = -10.08 eV
M = 187.86 g mol⁻¹
SMILES string = CC(Br)Br
Kohn-Sham gap = 10.29 eV

***

S.
Computed, not measured: the molecule C2H4Br2, with ωB97M-V/def2-TZVPD.

```
8
Properties=species:S:1:pos:R:3:mulliken_charge:R:1
Br -0.69005 -0.72140 2.03320 -0.167
C -0.49403 -0.57250 0.07820 -0.627
C 0.48645 0.62434 -0.09765 -0.559
Br 1.17504 0.46049 -1.91232 -0.170
H -1.48343 -0.37849 -0.33598 0.357
H -0.15718 -1.44665 -0.47900 0.413
H 1.27097 0.51034 0.65045 0.392
H -0.10780 1.52386 0.06307 0.362
```

Calculated values
HOMO = -10.33 eV
M = 187.86 g mol⁻¹
SMILES string = BrCCBr
Kohn-Sham gap = 11.01 eV

***

Of them, P has the highest stability.

***

P.
Computed, not measured: the molecule C3H4N4S, with ωB97M-V/def2-TZVPD.

```
12
Properties=species:S:1:pos:R:3:mulliken_charge:R:1
H 2.79394 -2.02195 -0.08528 0.259
N 2.17081 -1.23908 0.12591 -0.489
C 0.98378 -1.57607 -0.13608 0.027
N -0.09372 -0.70091 0.08839 0.310
N -1.37626 -1.24813 -0.05966 -0.286
N -2.28476 -0.22867 0.00102 -0.582
C -1.62530 0.87355 -0.01814 -0.329
C -0.18100 0.66791 0.02659 0.329
S 1.01827 1.79946 -0.01791 -0.277
H 0.63260 -2.55716 -0.52906 0.349
H -1.59104 -1.94330 0.62456 0.271
H -2.10521 1.85628 -0.04744 0.418
```

Calculated values
HOMO = -8.34 eV
M = 128.16 g mol⁻¹
SMILES string = [H]/N=C/n1[nH]ncc1=S
Kohn-Sham gap = 8.03 eV

***

Q.
Computed, not measured: the molecule C3H4N4S, with ωB97M-V/def2-TZVPD.

```
12
Properties=species:S:1:pos:R:3:mulliken_charge:R:1
C -2.30747 -0.10890 -0.49219 -0.238
N -1.21004 0.47758 -0.78954 -0.654
N -0.12887 0.19285 -0.02837 0.644
C 0.31362 -0.98623 0.51492 0.226
N 1.58086 -0.98178 0.74688 -0.484
C 2.08429 0.24156 0.31921 0.056
S 3.60153 0.84135 0.46706 -0.372
N 1.02616 0.90171 -0.28919 -0.301
H -3.15083 0.10203 -1.10412 0.291
H -2.40057 -0.80725 0.32236 0.219
H -0.37893 -1.80370 0.69593 0.316
H 0.97026 1.93078 -0.36296 0.296
```

Calculated values
HOMO = -8.18 eV
M = 128.16 g mol⁻¹
SMILES string = C=Nn1cnc(=S)[nH]1
Kohn-Sham gap = 7.78 eV

***

Of them, P has the highest stability.

***

P.
Computed, not measured: a cluster of 2 separate species, C3H11N3 in total, with ωB97M-V/def2-TZVPD.

```
17
Properties=species:S:1:pos:R:3:mulliken_charge:R:1
C -1.38965 1.25197 -1.29324 -0.131
N -0.47431 1.87298 -1.88120 -0.416
C 0.74058 2.19796 -1.11974 -0.557
H -2.27925 0.95188 -1.84143 0.269
H -1.37722 0.95950 -0.23580 0.129
H 0.73635 1.73983 -0.14052 0.208
H 0.83407 3.28105 -1.09949 0.294
H 1.58475 1.78591 -1.67877 0.209
N 1.10775 -1.28793 0.06241 -0.491
C -0.13816 -1.26082 0.80167 -0.375
N -0.15160 -2.12569 2.00488 -0.643
H 1.86221 -1.08502 0.69115 0.185
H 1.25776 -2.12297 -0.48857 0.240
H -0.35158 -0.24804 1.11963 0.249
H -0.90099 -1.66214 0.14396 0.360
H -0.99462 -2.67573 2.11700 0.236
H -0.06611 -1.57275 2.83808 0.234
```

Calculated values
HOMO = -9.33 eV
M = 89.14 g mol⁻¹
SMILES string = C=NC.NCN
Kohn-Sham gap = 10.25 eV

***

Q.
Computed, not measured: the molecule C3H11N3, with ωB97M-V/def2-TZVPD.

```
17
Properties=species:S:1:pos:R:3:mulliken_charge:R:1
N 0.01666 1.81724 -1.47817 -0.675
C -0.87390 1.66557 -0.30948 -0.640
C -0.32354 0.73612 0.86729 -0.305
N -0.80737 -0.69239 0.64724 -0.332
C -0.05552 -1.72334 -0.06971 -0.546
N 1.34695 -2.02354 0.49358 -0.647
H 0.52400 0.98425 -1.73386 0.257
H 0.97767 2.37116 -1.16435 0.264
H -1.80884 1.05050 -0.59048 0.318
H -1.09776 2.61800 0.11358 0.369
H 0.78327 0.95735 0.81853 0.147
H -0.71382 1.23548 1.80975 0.362
H -1.02575 -0.89627 1.63494 0.237
H 0.00869 -1.43807 -1.09330 0.296
H -0.63283 -2.61560 -0.07956 0.414
H 1.93740 -1.26097 0.19813 0.233
H 1.74471 -2.78549 -0.06413 0.249
```

Calculated values
HOMO = -8.94 eV
M = 89.14 g mol⁻¹
SMILES string = NCCNCN
Kohn-Sham gap = 9.86 eV

***

R.
Computed, not measured: a structure of composition C3H11N3, with ωB97M-V/def2-TZVPD.

```
17
Properties=species:S:1:pos:R:3:mulliken_charge:R:1
C -1.22677 -1.60940 -0.12417 -0.522
C 0.01525 0.73191 -1.00937 -0.603
C -0.25172 1.65310 0.15514 -0.841
N -0.79192 -1.54450 1.08271 -0.467
H 0.66822 -1.21790 1.02378 0.446
H -1.44916 -1.14940 1.75337 0.214
H -2.22475 -1.29507 -0.42560 0.333
H -0.58468 -2.05391 -0.87190 0.413
H 0.51225 1.22814 -1.83994 0.406
H -0.88020 0.29113 -1.44240 0.264
H 0.43812 2.49956 0.17520 0.281
H -0.11156 1.12949 1.11254 0.222
H -1.27273 2.03508 0.13929 0.315
N 1.45206 -0.38223 -0.65650 -0.346
N 1.64862 -0.69526 0.64204 -0.609
H 1.87168 0.11442 1.23318 0.222
H 2.18731 0.26483 -0.94736 0.272
```

Calculated values
HOMO = -7.40 eV
M = 89.14 g mol⁻¹
Kohn-Sham gap = 8.31 eV

***

Of them, P has the highest stability.

***

P.
Computed, not measured: a cluster of 2 separate species, C3H11N3 in total, with ωB97M-V/def2-TZVPD.

```
17
Properties=species:S:1:pos:R:3:mulliken_charge:R:1
H 5.08984 1.71554 -0.88973 0.238
N 4.65241 1.56413 0.00849 -0.612
C 3.88021 0.58832 0.16684 0.156
N 3.10028 0.44004 1.31437 -0.509
H 3.60124 -0.23140 -0.52726 0.292
H 2.92975 1.29226 1.83219 0.228
H 3.30888 -0.33613 1.92225 0.210
C -3.50736 -0.43136 -1.07907 -0.942
C -2.58440 -0.21975 0.13457 -0.358
N -1.37033 -0.95391 0.23945 -0.536
H -3.74004 0.50433 -1.60704 0.264
H -3.00869 -1.05423 -1.83840 0.311
H -4.47804 -0.77817 -0.74922 0.255
H -2.50402 0.90972 0.16867 0.266
H -3.17286 -0.34371 1.06710 0.307
H -1.57013 -1.94298 0.23583 0.214
H -0.62674 -0.72270 -0.39906 0.217
```

Calculated values
HOMO = -9.07 eV
M = 89.14 g mol⁻¹
SMILES string = [H]/N=C/N.CCN
Kohn-Sham gap = 10.09 eV

***

Q.
Computed, not measured: a cluster of 2 separate species, C3H11N3 in total, with ωB97M-V/def2-TZVPD.

```
17
Properties=species:S:1:pos:R:3:mulliken_charge:R:1
C -2.17531 0.56281 0.13832 -0.855
C -1.84423 -0.81776 0.30576 0.100
N -1.85251 -1.88622 -0.72672 -0.604
H -2.58118 1.01303 -0.73719 0.355
H -2.08781 1.17553 1.04894 0.257
H -1.28458 -1.22584 1.23229 0.237
H -1.11283 -2.59240 -0.64665 0.280
H -1.73669 -1.56244 -1.70423 0.237
N 1.14120 1.68555 -0.26006 -0.630
C 1.75292 0.52858 0.62617 -0.195
N 2.27805 -0.70615 0.00252 -0.576
H 0.96516 2.55439 0.08280 0.220
H 0.22895 1.52996 -0.74546 0.228
H 0.87497 0.15272 1.18779 0.125
H 2.43430 0.97489 1.37709 0.358
H 1.75020 -0.70936 -0.86022 0.220
H 3.24940 -0.67728 -0.32117 0.242
```

Calculated values
HOMO = -8.55 eV
M = 89.14 g mol⁻¹
SMILES string = C=CN.NCN
Kohn-Sham gap = 9.52 eV

***

Of them, P has the highest stability.